[1]
29
Properties=species:S:1:pos:R:3 method="wB97M-V/def2-TZVPD" homo_ev=-9.1 gap_ev=9.6190 lumo_energy_ev=0.5
C -0.35 -0.45 -2.31
C -0.42 0.86 -0.38
C 0.20 1.92 -1.24
C 1.60 2.19 -0.80
C -0.56 3.25 -1.20
C -1.93 -2.29 2.31
C -0.79 -2.92 1.50
N -0.81 -0.20 -0.95
O 2.07 -0.53 0.06
O 2.35 -1.45 2.35
O 0.00 -1.98 0.73
P 1.46 -0.57 1.63
S 0.21 1.14 -2.96
H 0.45 -1.14 -2.10
H -1.25 -0.80 -2.78
H -0.41 1.01 0.73
H 2.15 3.20 -1.06
H 2.11 1.34 -1.03
H 1.51 2.25 0.27
H -0.62 3.59 -0.16
H -1.63 3.24 -1.44
H -0.06 3.92 -1.75
H -2.09 -2.94 3.16
H -1.60 -1.25 2.71
H -2.80 -2.20 1.76
H -1.23 -3.63 0.72
H -0.04 -3.38 2.08
H -0.45 -1.22 0.01
H 2.91 -0.97 0.13


[2]
27
Properties=species:S:1:pos:R:3 method="wB97M-V/def2-TZVPD" total_charge=+1 homo_ev="-11.0 / -12.7" gap_ev="7.9209 / 7.8444" spin_multiplicity=3 lumo_energy_ev="-3.1 / -4.8"
C -3.70 -0.29 -0.46
C -3.38 1.00 -0.69
C -2.76 -1.22 0.02
C -2.03 1.43 -0.59
C -1.42 -0.79 0.25
C -1.24 0.44 -0.17
C -0.27 -1.72 0.64
C 1.47 -0.11 0.07
C 1.72 2.16 0.88
C 3.22 -0.43 -1.43
N 0.90 -1.06 1.12
O 2.18 0.83 0.69
O 1.93 -0.70 -1.05
H -4.73 -0.43 -0.44
H -4.16 1.66 -0.91
H -3.00 -2.29 0.23
H -1.68 2.40 -0.93
H -0.77 -2.36 1.40
H -0.13 -2.32 -0.23
H 1.16 2.34 1.80
H 1.18 2.48 -0.08
H 2.60 2.62 1.05
H 3.88 -0.51 -0.54
H 3.23 0.51 -1.94
H 3.55 -1.31 -2.10
H 0.66 -0.50 2.01
H 1.61 -1.83 1.41